{"formula": "C18H18N11PtS2", "method": "ωB97M-V/def2-TZVPD", "elements": ["Pt", "S", "S", "N", "N", "N", "N", "N", "N", "N", "N", "N", "N", "N", "C", "C", "C", "C", "C", "C", "C", "C", "C", "C", "C", "C", "C", "C", "C", "C", "C", "C", "H", "H", "H", "H", "H", "H", "H", "H", "H", "H", "H", "H", "H", "H", "H", "H", "H", "H"], "xyz": [[-0.688985, 0.266841, -0.629563], [-2.686998, 1.591424, -0.357196], [0.217151, 4.314893, -2.421878], [-0.314939, 0.160078, 1.622650], [-0.796458, 0.104812, 3.940760], [-2.266428, -0.704967, -1.826849], [1.452658, 0.167288, 3.188888], [-4.917949, 1.506411, -1.778146], [1.452362, 0.372011, -0.371465], [-2.503854, -0.000284, 2.464145], [-0.052091, -1.822501, -0.962532], [-3.411958, -0.144678, -2.235892], [-0.237065, 2.227345, -1.106043], [0.937934, 0.129108, 5.428584], [2.277343, 0.484885, -1.421054], [0.549744, -4.478010, -1.563828], [4.177588, 0.411212, 0.017603], [-3.755175, 0.902649, -1.576023], [1.065682, -2.400343, -0.498954], [0.609312, 4.305816, -0.758042], [3.648658, 0.508866, -1.262583], [-0.877779, -2.573156, -1.728141], [-1.197882, 0.096035, 2.685599], [1.950583, 0.288994, 0.872361], [-0.347053, 2.736132, -2.318371], [0.301220, 3.115002, -0.198043], [-0.618098, -3.894746, -2.031966], [0.512747, 0.132328, 4.183689], [3.313902, 0.305013, 1.100031], [-2.050547, -1.909532, -2.198107], [0.980333, 0.195060, 1.986846], [1.401852, -3.711961, -0.790918], [-2.788547, -2.415544, -2.810167], [1.825736, 0.551616, -2.401934], [-3.120664, -0.028213, 3.261365], [1.039659, 5.170976, -0.277043], [4.285459, 0.606965, -2.131148], [-5.568937, 1.119314, -2.447619], [0.273907, 0.088179, 6.186568], [1.923319, 0.132488, 5.636325], [3.670668, 0.225434, 2.117365], [5.248918, 0.416490, 0.171750], [-2.886006, -0.014248, 1.539010], [0.432909, 2.830007, 0.833562], [0.784238, -5.507933, -1.798986], [-0.758956, 2.202680, -3.162166], [-1.327849, -4.453326, -2.627528], [2.324792, -4.117413, -0.400270], [-5.200163, 2.329812, -1.270890], [1.715706, -1.819310, 0.126244]], "forces_ev_per_a": [[0.072, -0.938, -0.590], [0.211, -0.370, 0.812], [0.003, 0.048, 0.042], [-0.352, 0.124, 0.166], [-0.088, 0.007, 0.182], [0.651, 1.118, -0.317], [0.286, 0.011, 0.086], [0.091, 0.113, 0.093], [-0.246, 0.037, -0.084], [0.083, -0.030, -0.066], [-0.200, 0.230, 0.808], [-0.101, -0.217, -0.430], [-0.063, 0.103, -0.467], [0.015, -0.033, 0.034], [-0.056, 0.017, -0.139], [-0.019, -0.085, -0.023], [-0.021, -0.020, 0.026], [-0.186, 0.158, 0.036], [-0.167, -0.112, 0.000], [-0.009, 0.059, -0.057], [0.025, 0.029, 0.041], [0.196, -0.043, -0.104], [0.264, -0.122, 0.025], [0.158, 0.251, -0.003], [0.106, 0.024, -0.024], [-0.073, -0.036, -0.011], [0.037, -0.058, -0.048], [-0.114, -0.004, -0.172], [0.084, -0.033, -0.068], [-0.094, -0.298, 0.069], [-0.257, 0.015, 0.064], [0.002, 0.050, -0.022], [-0.091, 0.062, 0.064], [-0.031, -0.019, 0.018], [0.026, -0.046, 0.022], [-0.006, -0.013, -0.002], [-0.016, -0.027, -0.007], [-0.004, -0.061, 0.027], [-0.017, 0.013, -0.011], [0.014, 0.017, -0.031], [-0.024, 0.031, 0.007], [-0.003, 0.020, 0.002], [-0.081, 0.020, -0.031], [-0.039, 0.005, 0.006], [-0.007, 0.000, 0.015], [-0.025, -0.020, 0.028], [0.032, 0.024, -0.054], [-0.014, 0.011, 0.034], [0.027, 0.036, -0.031], [0.020, -0.049, 0.087]], "mulliken_charge": [1.96, -0.36, 0.00, -0.18, -0.67, 0.64, -0.71, -0.37, 0.24, -0.24, 0.02, -1.52, 0.39, -0.28, -0.51, -0.36, -0.80, 0.88, 0.29, -0.32, -0.81, 0.87, 0.45, 0.63, -0.33, -0.74, -0.92, 0.25, -0.42, -0.25, 0.21, -1.11, 0.49, 0.47, 0.29, 0.46, 0.53, 0.27, 0.28, 0.26, 0.65, 0.51, 0.09, 0.41, 0.49, 0.39, 0.46, 0.49, 0.21, 0.35], "fmax_ev_per_a": 1.332, "e_above_lowest_ev": 3.3935, "charge": 3, "orbital_gap_ev": [6.0652, 6.0661]}

{"formula": "C18H18N2O2", "method": "ωB97M-V/def2-TZVPD", "elements": ["O", "O", "N", "N", "C", "C", "C", "C", "C", "C", "C", "C", "C", "C", "C", "C", "C", "C", "C", "C", "C", "C", "H", "H", "H", "H", "H", "H", "H", "H", "H", "H", "H", "H", "H", "H", "H", "H", "H", "H"], "xyz": [[-1.831415, -0.501318, -1.924936], [0.790400, 2.405594, -0.482758], [-1.656259, 1.320171, -0.616549], [-1.443455, 0.096983, 1.734742], [-2.920237, 1.104581, 0.035731], [-0.299740, 0.735808, 2.138714], [2.205754, -1.062795, -2.308213], [1.693880, 3.343086, 0.054560], [0.312877, -1.274866, 1.383389], [-1.869391, -2.146796, 0.700836], [-1.089172, -1.134965, 1.245810], [1.274798, 1.266090, -1.069118], [0.935661, -2.443526, 0.948381], [0.853147, -0.827025, -2.177189], [-1.126279, 0.341729, -1.400216], [3.098852, -0.132493, -1.811013], [0.157776, -3.433976, 0.395346], [-1.227152, -3.288857, 0.277201], [0.357938, 0.319805, -1.561115], [0.784904, -0.064856, 1.963995], [-2.705425, 0.750722, 1.535385], [2.637196, 1.021061, -1.202859], [-3.395834, 0.274312, -0.491185], [1.075671, 4.138969, 0.468516], [0.619965, -4.344715, 0.042999], [-0.354913, 1.727546, 2.549901], [4.163436, -0.295911, -1.891837], [2.346163, 3.762746, -0.716655], [2.005936, -2.557296, 1.039674], [0.126607, -1.539547, -2.537073], [-2.705659, 1.663017, 2.137984], [1.801871, 0.165812, 2.214420], [-3.553422, 1.992140, -0.047583], [2.299175, 2.903211, 0.852648], [-1.803883, -4.088654, -0.162663], [-2.938193, -2.041415, 0.596503], [-3.519693, 0.107454, 1.880471], [2.559146, -1.964192, -2.783750], [3.357132, 1.730245, -0.826529], [-1.018164, 1.972120, -0.185967]], "forces_ev_per_a": [[0.014, -0.151, -0.102], [-0.085, -0.292, -0.255], [-0.126, 0.386, 0.103], [-0.061, -0.044, 0.341], [-0.131, -0.150, -0.046], [0.275, 0.047, 0.186], [0.118, -0.004, -0.024], [0.120, 0.152, 0.108], [-0.379, -0.025, -0.055], [-0.120, -0.069, -0.001], [0.400, -0.385, 0.061], [-0.017, -0.128, -0.123], [-0.041, -0.045, 0.023], [-0.091, 0.158, 0.012], [-0.255, 0.253, -0.100], [-0.072, -0.081, -0.033], [0.228, -0.123, -0.013], [-0.208, 0.030, -0.007], [0.319, -0.056, -0.056], [0.048, 0.207, 0.082], [-0.220, 0.128, -0.281], [0.023, 0.307, 0.175], [-0.033, 0.179, 0.092], [0.086, -0.030, -0.014], [0.046, -0.071, -0.023], [-0.043, 0.154, 0.049], [0.088, -0.002, -0.009], [-0.021, -0.048, 0.030], [0.100, -0.031, -0.008], [-0.064, -0.034, 0.007], [-0.004, -0.146, 0.016], [0.173, 0.110, 0.077], [-0.040, -0.125, 0.016], [-0.005, -0.003, -0.042], [-0.065, -0.052, -0.037], [-0.119, 0.014, -0.060], [0.036, 0.111, 0.042], [0.025, -0.093, -0.041], [0.026, 0.084, 0.038], [0.074, -0.132, -0.127]], "mulliken_charge": [-0.68, -0.49, -0.20, 0.17, -0.84, -0.49, -0.81, -1.10, 0.82, -0.64, 0.42, 1.40, -0.55, -0.75, 0.47, -0.61, -0.68, -0.61, 0.23, -1.00, -0.81, -0.45, 0.47, 0.27, 0.40, 0.45, 0.41, 0.39, 0.43, 0.47, 0.37, 0.54, 0.38, 0.39, 0.39, 0.35, 0.33, 0.41, 0.42, 0.33], "fmax_ev_per_a": 0.559, "e_above_lowest_ev": 1.2713, "smiles": "COc1ccccc1C(=O)NCCn1ccc2ccccc21", "charge": 0, "orbital_gap_ev": 8.3733}

{"formula": "C18H18N2O2", "method": "ωB97M-V/def2-TZVPD", "elements": ["O", "O", "N", "N", "C", "C", "C", "C", "C", "C", "C", "C", "C", "C", "C", "C", "C", "C", "C", "C", "C", "C", "H", "H", "H", "H", "H", "H", "H", "H", "H", "H", "H", "H", "H", "H", "H", "H", "H", "H"], "xyz": [[5.915021, 1.449110, -0.305524], [-6.146054, 1.320707, 0.526641], [-0.475060, -5.282528, -1.708514], [1.272103, -3.564909, -1.273504], [3.499056, -1.192996, -0.894364], [0.350088, -4.460173, -1.507320], [-2.539834, -0.802039, 0.266482], [-6.156326, 2.765698, 0.470803], [-4.948863, 0.680218, 0.497070], [4.658281, -0.460615, -0.912545], [6.040345, 2.708863, 0.391400], [-4.979762, -0.739104, 0.443085], [2.318969, -0.755110, -0.198025], [-3.811533, -1.450204, 0.314415], [-0.061770, -1.006669, 0.283643], [-2.533063, 0.620697, 0.363018], [4.738738, 0.778187, -0.224095], [3.607674, 1.241257, 0.493884], [-1.343982, -1.550588, 0.098979], [-3.700068, 1.352377, 0.483521], [1.112339, -1.476420, -0.246077], [2.445396, 0.493612, 0.511003], [-5.674585, 3.134609, -0.446223], [2.215368, -3.757453, -1.596318], [3.658956, 2.190698, 1.030137], [1.037237, -2.570334, -0.860373], [-5.953370, -1.225116, 0.486728], [-3.663923, 2.443298, 0.547377], [5.535641, -0.802814, -1.453815], [-5.661918, 3.198784, 1.351810], [-0.022033, -0.122056, 0.920963], [1.603476, 0.884053, 1.079526], [5.327612, 3.448894, 0.000890], [-7.216187, 3.019832, 0.468909], [-1.582600, 1.152871, 0.317223], [-1.442175, -2.598930, -0.187462], [3.465906, -2.129875, -1.443765], [5.890314, 2.580078, 1.472661], [7.063653, 3.022152, 0.184885], [-3.843086, -2.538069, 0.252859]], "forces_ev_per_a": [[-0.549, 0.111, 0.307], [0.593, 0.190, 0.005], [1.066, 1.618, 0.488], [0.679, -4.115, -1.925], [-0.978, 0.088, 0.347], [-1.055, -2.282, -0.772], [-1.346, 0.884, 0.429], [0.038, -0.535, 0.075], [0.470, -0.080, -0.110], [0.357, 0.752, 0.324], [-0.094, -0.466, -0.240], [-0.314, 0.854, 0.042], [1.604, 1.769, 0.672], [0.731, 0.136, -0.041], [-1.600, 0.690, 1.267], [0.088, -0.643, 0.019], [-0.495, -0.230, 0.047], [0.636, 0.051, -0.154], [1.953, 0.041, -0.041], [-0.673, -0.129, -0.017], [-0.776, 1.607, 0.457], [0.166, -0.767, -0.587], [-0.130, -0.171, 0.217], [-0.425, -0.265, -0.004], [-0.072, -0.342, -0.157], [0.284, 1.157, 0.382], [0.266, 0.060, -0.056], [0.050, -0.474, -0.076], [-0.129, 0.046, 0.078], [-0.156, -0.131, -0.201], [-0.408, 0.311, -0.204], [0.190, -0.106, -0.176], [0.187, -0.204, 0.062], [0.202, 0.086, 0.004], [-0.294, -0.160, -0.037], [0.079, 0.169, -0.339], [-0.018, 0.194, 0.101], [0.065, -0.005, -0.283], [-0.186, 0.061, 0.106], [-0.006, 0.232, -0.014]], "mulliken_charge": [-0.43, -0.43, -0.67, -0.42, -0.43, 0.44, 0.54, -0.81, 0.91, -0.77, -0.82, -0.61, 0.92, -0.56, -0.55, -0.71, 0.91, -0.53, -0.61, -0.49, 0.15, -0.65, 0.35, 0.12, 0.38, 0.22, 0.41, 0.35, 0.42, 0.33, 0.37, 0.23, 0.34, 0.24, 0.39, 0.36, 0.16, 0.34, 0.24, 0.39], "fmax_ev_per_a": 4.594, "e_above_lowest_ev": 7.3607, "charge": 0, "orbital_gap_ev": 5.6518}